1.
Density functional theory data (the ωB97M-V functional and the def2-TZVPD basis) for a structure of composition C8H11ClN2O2SSn.

Properties
E_HOMO, eV: -16.78
Gap between HOMO and LUMO, eV: 8.3
Largest force on an atom, eV/Å: 1.37
Relative energy (zero: lowest compared OMol25 entry of this formula, charge and spin), kJ/mol: 15.00

The geometry in ORCA input format:
```
! wB97M-V def2-TZVPD RIJCOSX def2/J DEFGRID3
* xyz 2 1
Sn -0.431 0.755 1.378
N -0.271 -0.128 3.355
C -0.760 -1.555 3.250
C -1.162 -1.986 1.833
O -1.400 -3.123 1.587
O -1.258 -1.006 0.908
H 0.683 -0.116 3.718
H -0.833 0.381 4.036
H -1.623 -1.665 3.905
H 0.023 -2.223 3.604
Cl -3.434 1.447 0.572
C -1.892 2.220 0.721
H -1.903 3.052 1.421
H -1.482 2.528 -0.241
S 1.760 0.152 0.548
C 1.405 0.124 -1.186
N 1.735 1.204 -1.931
C 1.628 1.241 -3.268
C 1.156 0.137 -3.947
C 0.818 -0.997 -3.222
C 0.940 -1.006 -1.833
H 2.151 1.999 -1.455
H 1.939 2.159 -3.747
H 1.074 0.169 -5.024
H 0.464 -1.884 -3.731
H 0.677 -1.879 -1.253
*
```



2.
Density functional theory data (the ωB97M-V functional and the def2-TZVPD basis) for the ion C8H11ClNO4 with charge +1.

Properties
E_HOMO, eV: -12.47
Gap between HOMO and LUMO, eV: 8.5
Largest force on an atom, eV/Å: 3.43

The geometry in ORCA input format:
```
! wB97M-V def2-TZVPD RIJCOSX def2/J DEFGRID3
* xyz 1 1
C 1.681 1.073 0.153
C 0.842 0.027 0.135
C 3.062 0.948 0.257
C -1.302 0.108 -1.098
C -1.369 -0.463 1.207
C -2.662 0.734 -1.031
C -2.846 0.081 1.106
C 3.736 -1.450 -0.611
N -0.533 0.353 0.185
O 4.087 1.505 0.322
O 3.123 -0.734 0.207
O -3.368 -0.090 -0.196
O 3.754 -2.731 -0.489
Cl 1.242 2.735 0.533
H -1.386 -0.906 -1.341
H -0.612 0.468 -1.860
H -1.005 -0.431 2.217
H -1.399 -1.480 0.894
H -2.527 1.808 -0.883
H -3.094 0.691 -2.012
H -3.635 -0.541 1.795
H -2.828 1.123 1.324
H 4.309 -1.187 -1.524
H -0.460 1.456 0.476
H 3.188 -3.097 0.233
*
```



Q: Which value of gap between HOMO and LUMO does entry 1 give?
A: 8.3 eV